(i)
9
Properties=species:S:1:pos:R:3 method="wB97M-V/def2-TZVPD" total_charge=0 homo_lumo_gap_ev=9.181
I -0.153 -2.752 0.351
H -0.210 -0.173 1.478
I -2.305 0.671 0.229
N 1.142 2.571 0.219
C 0.480 1.640 0.346
H 1.347 -0.693 -1.008
C 0.332 -1.010 -0.772
H -0.345 -0.704 -1.456
C -0.288 0.448 0.612

(ii)
9
Properties=species:S:1:pos:R:3 method="wB97M-V/def2-TZVPD" total_charge=0 smiles="C=CC#N.II" homo_lumo_gap_ev=7.947
H 1.263 -1.479 -0.449
C 0.766 -0.782 0.270
I -0.483 3.628 -0.402
N -2.021 -2.330 -1.054
I 2.011 3.155 0.130
H -0.886 0.140 0.778
C -0.529 -0.744 0.315
H 1.291 0.041 0.779
C -1.413 -1.629 -0.367

Preferred: (ii); penalty for the next structure: 164.7 kJ/mol.